Record 1
The following is a DFT calculation (wB97M-V/def2-TZVPD) of a molecular structure, C8H18NO3PS at a distorted geometry.

Atoms and positions in Å:
C1 -1.2593 -1.8718 -3.6571
C2 0.2287 -2.3196 -3.6806
C3 -1.6985 -1.8951 -2.1767
C4 0.5383 -2.5047 -2.1556
C5 1.4214 3.3652 3.4226
C6 1.9583 0.8433 2.7721
C7 -1.8621 0.6092 0.6260
C8 0.9872 2.0126 2.7042
N1 -0.4286 -1.6454 -1.5148
O1 -0.8760 -0.3879 0.6869
O2 -0.3905 0.8475 -1.3346
O3 -0.2250 1.6971 3.3845
P1 0.2362 -0.4770 -0.5215
S1 -1.1457 1.9701 -0.3877
H1 -1.3152 -0.8370 -4.1649
H2 -1.6686 -2.5606 -4.4102
H3 0.5795 -3.2845 -4.2827
H4 0.6656 -1.5352 -4.1318
H5 -2.3262 -1.0928 -1.8806
H6 -2.1229 -2.8591 -2.0599
H7 0.3295 -3.4643 -1.8368
H8 1.5575 -2.3577 -1.8918
H9 2.3711 3.5801 3.0873
H10 0.8945 4.1011 3.0100
H11 1.4181 3.2268 4.4595
H12 2.9350 1.1861 2.6932
H13 1.7216 0.2938 1.7858
H14 1.7649 0.3667 3.7033
H15 -1.8992 1.0315 1.6530
H16 -0.2503 1.6472 4.3573
H17 -2.6066 0.1794 0.0488
H18 0.4672 2.1350 1.6927

HOMO energy (hartree): -0.312
Total charge: 0
Frontier orbital gap (eV): 9.30

***

Record 2
The following is a DFT calculation (wB97M-V/def2-TZVPD) of a molecular structure, C8H18NO8S2 at a distorted geometry.

Atoms and positions in Å:
O1 1.9848 -0.7196 -1.8125
S1 0.6151 -1.1815 -2.2045
O2 -0.2611 -1.1254 -0.9971
O3 0.6978 -2.7915 -2.6174
N1 0.1302 -0.2225 -3.4763
S2 -1.4901 -0.5507 -3.8321
O4 -1.8447 0.1629 -5.0967
O5 -1.7180 -2.0162 -4.0236
C1 -2.5566 0.1596 -2.5221
C2 -3.6579 -0.8517 -2.1128
O6 -4.6133 -1.0510 -3.1641
H1 -0.2090 -3.0894 -2.4561
H2 -1.9965 0.4010 -1.5944
H3 -2.9650 1.1279 -2.8759
H4 -4.1447 -0.5824 -1.1468
H5 -3.1487 -1.8292 -1.9537
H6 -5.0408 -1.8725 -2.9247
C3 3.4876 3.4581 0.9460
C4 2.2825 3.0064 0.1589
O7 1.6948 3.7689 -0.5754
C5 1.8475 1.5761 0.3269
H7 3.6888 4.5073 0.7300
H8 3.2955 3.3496 2.0151
H9 4.3600 2.8670 0.6619
H10 1.5827 1.3928 1.3711
H11 2.6468 0.9026 0.0158
H12 0.9741 1.3875 -0.2937
C6 1.0681 -1.3182 5.0368
C7 0.0402 -0.6116 4.1902
O8 -0.7321 0.1854 4.6772
C8 0.0160 -0.9375 2.7216
H13 0.9728 -0.9894 6.0714
H14 0.9071 -2.3968 4.9942
H15 2.0715 -1.0772 4.6819
H16 -0.1911 -1.9993 2.5786
H17 0.9737 -0.6795 2.2675
H18 -0.7681 -0.3602 2.2348

HOMO energy (hartree): -0.232
Total charge: -1
Frontier orbital gap (eV): 8.85

***

Record 3
The following is a DFT calculation (wB97M-V/def2-TZVPD) of 3 unconnected molecules or ions with the total composition C8H18O2 at a distorted geometry.

Atoms and positions in Å:
C1 1.6008 0.0931 0.1981
C2 -2.9419 0.4643 -0.1809
C3 -0.8949 -0.3330 -0.6736
C4 -0.5584 0.3725 0.4631
C5 2.0757 0.1267 -1.2338
C6 2.0254 1.3226 0.9652
C7 1.9602 -1.1846 0.9124
C8 -0.9706 -1.8233 -0.7268
O1 -3.4841 0.5489 1.1014
O2 -2.8715 1.7025 -0.8231
H1 -3.7476 2.1236 -0.8182
H2 -2.9531 1.1725 1.6142
H3 -3.5534 -0.2660 -0.7211
H4 -0.7621 0.1727 -1.6250
H5 -0.5891 1.4539 0.4157
H6 -0.6733 -0.1075 1.4291
H7 1.6984 1.0047 -1.7634
H8 1.7834 -0.7677 -1.7879
H9 3.1757 0.1743 -1.2839
H10 1.6198 1.3286 1.9799
H11 3.1219 1.3737 1.0591
H12 1.7094 2.2413 0.4646
H13 3.0511 -1.2754 1.0409
H14 1.5238 -1.2243 1.9137
H15 1.6446 -2.0715 0.3608
H16 -1.0472 -2.2612 0.2674
H17 -0.0990 -2.2347 -1.2393
H18 -1.8441 -2.1268 -1.3088

HOMO energy (alpha / beta) (hartree): -0.234 / -0.234
Total charge: 0
Frontier orbital gap (alpha / beta) (eV): 7.10 / 7.10

***

Record 4
The following is a DFT calculation (wB97M-V/def2-TZVPD) of C8H18OSi2 in the gas phase at a distorted geometry.

Atoms and positions in Å:
C1 2.0498 1.8639 -0.8332
C2 -4.0256 0.3275 -0.7418
C3 2.4495 0.6658 -0.4384
C4 -2.8915 -0.1836 -0.3361
C5 3.7080 0.5060 0.3208
C6 -2.7210 -1.5904 0.1058
C7 1.5451 -2.1088 0.5260
C8 -0.9200 1.4526 1.3259
O1 -0.2218 -0.3013 -0.9164
Si1 1.4188 -0.8661 -0.9236
Si2 -1.3547 0.7856 -0.4373
H1 1.3366 2.0896 -1.4949
H2 2.6579 2.6961 -0.3509
H3 -4.1417 1.3645 -1.2946
H4 -5.0710 -0.1790 -0.6097
H5 3.5556 -0.4741 0.8004
H6 3.7790 1.3365 0.9890
H7 4.5929 0.3490 -0.3212
H8 -2.8524 -1.6007 1.2581
H9 -1.6794 -1.9630 0.0788
H10 -3.5997 -2.2895 -0.2509
H11 1.2251 -1.6440 1.4758
H12 1.1540 -3.1171 0.1439
H13 2.5914 -2.3210 0.6297
H14 -0.0306 1.9474 1.2564
H15 -1.7325 2.1176 1.7742
H16 -0.9374 0.5516 2.0603
H17 1.5446 -1.2453 -2.3314
H18 -1.4287 1.8304 -1.4648

HOMO energy (hartree): -0.342
Total charge: 0
Frontier orbital gap (eV): 10.12